1.
The following is a DFT calculation (the ωB97M-V functional and the def2-TZVPD basis) of one molecule with the formula C18H23N3O2S.

The geometry in XYZ format:
```
47
Properties=species:S:1:pos:R:3:forces:R:3
C 5.204190 1.920417 1.119255 -0.23 -0.19 -0.31
C 4.768779 1.590306 -0.306335 0.41 0.23 0.14
H 5.533610 0.994941 -0.820312 -0.11 0.06 -0.01
H 4.621996 2.516292 -0.870440 0.09 -0.16 0.02
O 3.512255 0.950290 -0.361431 -0.31 -0.37 0.00
C 3.399713 -0.374593 -0.033440 -0.07 0.05 0.03
C 4.467587 -1.209865 0.249405 0.10 0.21 -0.04
C 4.268451 -2.558556 0.507008 -0.06 -0.11 0.01
C 2.993213 -3.081565 0.489573 0.14 -0.12 0.02
C 1.914562 -2.253628 0.226000 -0.03 0.16 0.02
C 2.086082 -0.899006 -0.034434 0.15 -0.04 0.04
N 1.020128 -0.058466 -0.366458 0.00 0.01 -0.26
C -0.208862 -0.640605 -0.847702 -0.11 0.08 -0.26
H -0.870613 -0.970435 -0.027143 0.03 -0.05 -0.06
C -0.954103 0.419339 -1.674742 -0.04 -0.47 -0.07
N -1.236272 1.576503 -0.850719 -0.18 0.00 -0.07
C -2.389796 1.750631 -0.155582 -0.17 0.35 -0.11
N -3.529632 1.246051 -0.686635 0.24 -0.33 -0.41
H -3.480855 0.726070 -1.548661 0.06 0.07 0.09
C -4.760038 1.113335 0.053048 -0.04 -0.08 0.29
C -5.152887 -0.321875 0.184446 -0.82 0.16 -0.23
C -6.368706 -0.938445 0.154197 0.53 0.43 -0.02
C -6.117444 -2.320282 0.344083 0.52 -0.24 0.11
C -4.770237 -2.440616 0.468155 -0.71 -0.54 0.02
O -4.175837 -1.237677 0.372606 0.36 0.34 0.02
H -4.133956 -3.289927 0.617822 0.17 -0.05 0.02
H -6.841877 -3.107513 0.378917 -0.09 -0.23 0.02
H -7.321075 -0.468840 0.019379 -0.18 0.18 -0.06
H -4.579755 1.565862 1.037794 -0.12 -0.08 -0.28
H -5.567906 1.666249 -0.438146 0.05 -0.09 0.13
S -2.455884 2.657112 1.233613 0.03 0.36 0.70
C -0.000200 2.142891 -0.345957 0.37 0.20 0.40
H 0.603041 2.453269 -1.203119 0.01 -0.05 0.00
C 0.765320 1.100874 0.467106 -0.08 0.37 0.07
H 0.161312 0.824537 1.347033 0.04 0.04 -0.04
H 1.709459 1.520336 0.804444 -0.09 -0.01 0.02
H -0.235288 3.008513 0.272903 0.07 -0.12 -0.15
H -0.312908 0.745169 -2.499470 -0.08 -0.10 0.01
H -1.858899 -0.020033 -2.093831 0.06 0.04 0.00
H 0.021926 -1.494554 -1.487241 -0.04 0.01 0.04
H 0.919560 -2.670898 0.237811 -0.12 0.01 -0.01
H 2.828069 -4.129236 0.690846 -0.01 -0.09 0.02
H 5.118627 -3.189552 0.717028 0.07 -0.05 0.02
H 5.476667 -0.829050 0.252220 0.07 0.10 0.00
H 5.306512 1.015637 1.713432 0.05 -0.03 0.08
H 4.463947 2.560135 1.593763 -0.04 0.07 0.06
H 6.158042 2.440465 1.099920 0.11 0.06 0.03
```
Positions in Å, forces in eV/Å.

Output
E_LUMO	0.685	eV
HOMO energy	-7.65	eV
maximum force	0.89	eV/A
2S+1	1
charge	0



2.
The following is a DFT calculation (the ωB97M-V functional and the def2-TZVPD basis) of CH2ClNOS2 as an isolated structure at a distorted geometry.

The geometry in XYZ format:
```
8
Properties=species:S:1:pos:R:3:forces:R:3
C -0.327498 -0.306740 -0.587449 0.15 -1.05 -0.81
N -2.244841 -0.515053 1.717840 -0.08 0.22 0.37
O -0.558805 0.243267 -1.598958 -0.10 1.43 -1.26
S 0.932160 0.128880 0.618577 0.74 0.43 0.76
S -1.490115 0.799988 1.419865 -1.07 -0.13 0.76
Cl -2.294561 -0.978850 3.436727 0.03 0.02 -0.24
H -0.778608 -1.296380 -0.451377 0.18 -0.22 1.01
H 0.836839 1.496600 0.677484 0.15 -0.71 -0.59
```
Positions in Å, forces in eV/Å.

Output
E_LUMO	-1.467	eV
HOMO energy	-9.39	eV
maximum force	1.91	eV/A
2S+1	1
charge	0



3.
The following is a DFT calculation (the ωB97M-V functional and the def2-TZVPD basis) of a 6-piece molecular cluster, C5H23N2O6 overall at a distorted geometry.

The geometry in XYZ format:
```
36
Properties=species:S:1:pos:R:3:forces:R:3
O -2.313598 0.633800 0.119612 -2.47 2.26 -0.26
C -1.834355 -0.459560 0.039865 2.30 -0.06 1.14
N -2.507752 -1.582108 -0.193774 2.20 0.21 -0.58
C -1.854847 -2.862722 -0.132947 2.49 0.07 0.25
C -1.646642 -3.229047 1.330759 0.93 0.39 0.70
C -0.329465 -0.366221 0.566359 1.17 -1.73 -5.02
N 0.082829 1.086306 0.525340 0.67 -1.92 -0.18
C 1.475607 1.393634 0.946532 1.68 1.93 -3.48
H -3.447505 -1.554713 0.066417 -1.86 0.24 0.02
H -2.448951 -3.571206 -0.690951 0.22 -0.22 -0.27
H -0.748007 -2.720573 -0.545697 -2.68 -0.65 0.13
H -0.742425 -2.677895 1.641404 -0.34 -0.28 0.18
H -1.376614 -4.261093 1.515309 -0.32 -0.32 -0.11
H -2.435127 -2.886402 2.017070 -0.07 -0.41 -0.41
H -0.436578 -0.786896 1.531425 0.95 0.06 1.05
H 0.452952 -0.921039 -0.196103 -1.87 1.05 2.36
H -0.179876 1.513438 -0.374066 0.11 -0.02 -0.18
H -0.491155 1.503916 1.185245 -1.62 1.23 1.51
H 1.481111 2.219365 1.649261 0.06 -0.51 0.24
H 2.052277 1.771817 0.016483 -1.58 -0.35 1.18
H 2.113530 0.568714 1.136326 -0.23 -0.90 1.04
H -0.484624 -0.043170 -2.957748 0.18 -1.52 -2.26
H -0.403013 -0.614906 -4.471148 -0.54 1.17 -2.33
O -0.298448 -0.823994 -3.583807 0.31 0.53 4.63
H 4.006858 1.930336 0.000839 1.02 -1.48 1.01
H 4.719440 0.592183 0.617682 0.69 -0.59 -0.92
O 4.227600 1.373832 0.797755 -1.12 2.06 -0.13
H -1.534867 3.241347 -1.766165 -0.83 5.18 0.20
H -2.046873 1.900314 -1.139738 0.07 0.88 -0.54
O -1.450477 2.361763 -1.772744 0.85 -6.13 0.37
H 2.907593 2.223128 -3.077947 1.08 0.78 -0.44
H 1.848562 1.223126 -3.274955 -0.29 -0.27 0.04
O 2.184899 1.837232 -2.616950 -0.80 -0.57 0.50
H -0.178758 0.904211 3.936277 -0.43 0.29 -0.59
H 1.151870 0.346449 3.910622 -0.77 0.71 -2.01
O 0.484827 0.736633 3.244158 0.85 -1.10 3.16
```
Positions in Å, forces in eV/Å.

Output
E_LUMO	-2.640	eV
HOMO energy	-13.62	eV
maximum force	6.20	eV/A
2S+1	1
charge	+1



4.
The following is a DFT calculation (the ωB97M-V functional and the def2-TZVPD basis) of C4H6OS as an isolated structure at a distorted geometry.

The geometry in XYZ format:
```
12
Properties=species:S:1:pos:R:3:forces:R:3
C 0.572396 0.677177 -0.641605 1.73 2.57 2.84
C 0.069989 -0.554386 0.112733 -2.81 2.85 0.27
C -1.302981 -0.460521 0.423931 -0.12 -2.77 3.48
C 0.993959 -1.629027 0.576581 -0.19 -3.25 -0.84
H -0.251197 3.499786 -0.929506 -1.01 -3.33 -1.12
H 1.495294 0.503966 -1.291655 -1.32 0.35 1.09
H 0.832220 1.673833 0.354969 -0.17 -3.43 -3.15
H -2.101355 0.326488 0.401418 1.85 -0.22 -1.09
H -1.910383 -1.184749 1.208300 2.37 0.74 -2.11
H 0.177848 -2.622954 0.582679 2.65 1.85 0.74
O 2.233613 -1.700382 0.684356 -4.28 0.81 -0.26
S -0.809404 1.470769 -1.482202 1.30 3.83 0.16
```
Positions in Å, forces in eV/Å.

Output
E_LUMO	-1.832	eV
HOMO energy	-9.23	eV
maximum force	4.66	eV/A
2S+1	1
charge	0



5.
The following is a DFT calculation (the ωB97M-V functional and the def2-TZVPD basis) of a 2-piece molecular cluster, C5H6O2 overall at a distorted geometry.

The geometry in XYZ format:
```
13
Properties=species:S:1:pos:R:3:forces:R:3
C -1.195151 -1.175543 -0.208068 0.03 -0.06 0.06
C -0.301337 -0.012733 0.161879 0.11 -0.02 0.30
C 0.420410 2.237710 -0.528170 -0.13 -0.16 -0.04
C -0.270682 1.132090 -0.799678 0.13 0.22 -0.03
C 1.914157 -2.331088 1.529402 1.05 0.43 0.63
O 2.796622 -1.880029 2.083490 -1.02 -0.50 -0.62
O 0.350694 0.006159 1.189013 -0.31 -0.01 -0.41
H -1.148207 -1.949760 0.560182 0.01 0.15 -0.12
H -0.891622 -1.596802 -1.174074 0.00 0.09 0.13
H -2.228573 -0.827881 -0.325154 0.14 -0.01 0.03
H 0.978064 2.320974 0.402693 -0.11 -0.05 -0.16
H 0.438736 3.077661 -1.215839 0.01 -0.11 0.09
H -0.837911 1.030094 -1.724117 0.09 0.03 0.16
```
Positions in Å, forces in eV/Å.

Output
E_LUMO	0.338	eV
HOMO energy	-9.88	eV
maximum force	1.29	eV/A
2S+1	1
charge	0



6.
The following is a DFT calculation (the ωB97M-V functional and the def2-TZVPD basis) of one molecule with the formula C3H4Cl2O at a distorted geometry.

The geometry in XYZ format:
```
10
Properties=species:S:1:pos:R:3:forces:R:3
C -3.114734 -0.448091 0.076246 1.87 -0.64 0.37
C -0.662827 -0.713356 -0.038492 -1.15 -0.07 -0.64
C 0.526985 -0.117477 -0.028641 0.04 0.61 0.29
H -3.066946 -1.504929 -0.238019 -0.59 0.30 0.41
H -3.483109 -0.268095 1.104688 0.37 -0.45 -0.44
H -3.704235 0.130086 -0.591874 -0.56 0.32 -0.64
H -0.839737 -1.791128 -0.213309 0.51 0.55 0.47
O -1.764585 0.066490 -0.082302 -0.61 0.56 0.25
Cl 1.980204 -1.032479 0.026280 0.03 0.18 -0.11
Cl 0.650041 1.654578 0.005617 0.09 -1.36 0.03
```
Positions in Å, forces in eV/Å.

Output
E_LUMO	0.776	eV
HOMO energy	-8.66	eV
maximum force	2.01	eV/A
2S+1	1
charge	0



7.
The following is a DFT calculation (the ωB97M-V functional and the def2-TZVPD basis) of a 3-piece molecular cluster, C2H12N4 overall.

The geometry in XYZ format:
```
18
Properties=species:S:1:pos:R:3:forces:R:3
C -0.297606 0.708811 -1.076141 0.06 0.16 -0.02
C -0.792218 0.037747 -2.314530 0.03 0.04 0.05
N 0.913895 0.528483 -0.616974 -0.18 -0.10 0.07
N -1.105502 1.590641 -0.465256 0.09 -0.21 -0.01
H -1.269930 -1.039491 0.609956 -0.06 -0.04 -0.03
H 1.459462 -0.194882 -1.061399 -0.06 0.03 -0.05
H 0.982780 0.530927 0.476730 -0.03 0.04 -0.14
H -2.094173 1.441428 -0.597911 0.05 -0.01 -0.04
H -0.862081 1.829809 0.486716 0.04 -0.02 -0.05
H -1.468349 0.682497 -2.876473 0.03 -0.02 0.07
H 0.034691 -0.264477 -2.956100 -0.02 0.02 0.06
H -1.329420 -0.852376 -1.976326 0.02 0.03 0.00
N 0.612002 -0.172219 1.845543 -0.12 -0.16 0.06
N 1.601642 -1.227084 1.816764 -0.17 0.12 0.01
H 1.209093 -2.086754 2.195166 0.02 0.10 -0.01
H 0.344289 0.068070 2.801238 0.06 -0.11 -0.10
H -0.333752 -0.617538 1.320086 0.31 0.13 0.16
H 2.395177 -0.963591 2.388910 -0.07 -0.01 -0.02
```
Positions in Å, forces in eV/Å.

Output
E_LUMO	0.986	eV
HOMO energy	-6.18	eV
maximum force	0.38	eV/A
2S+1	1
charge	0



8.
The following is a DFT calculation (the ωB97M-V functional and the def2-TZVPD basis) of C3H7N2S as an isolated structure at a distorted geometry.

The geometry in XYZ format:
```
13
Properties=species:S:1:pos:R:3:forces:R:3
C -0.455513 1.276357 0.002949 -2.42 -0.33 1.28
C 0.217354 -1.222832 0.092044 -1.61 1.50 1.77
C 1.399433 -0.229031 0.187835 0.17 -0.03 -0.81
N -1.161996 0.163415 0.166337 4.70 -1.80 -0.04
N 0.851779 1.144384 0.062103 0.19 2.48 -0.56
S -2.737922 -0.281281 0.087957 -1.20 0.54 0.80
H -1.055121 2.263711 0.032433 1.49 -1.45 -0.48
H -0.072962 -1.644249 -0.879748 0.43 0.22 0.40
H 0.153908 -2.002126 0.982892 -0.27 1.99 -1.91
H 1.950021 -0.315962 1.148739 -0.33 0.00 -0.76
H 2.062260 -0.311474 -0.702941 -0.13 -0.44 0.88
H 1.415135 2.034897 -0.120206 -0.71 -2.16 0.52
H -2.566370 -0.875812 -1.060392 -0.31 -0.52 -1.10
```
Positions in Å, forces in eV/Å.

Output
E_LUMO	-4.066	eV
HOMO energy	-13.62	eV
maximum force	5.03	eV/A
2S+1	1
charge	+1